# 1
Density functional theory data (ωB97M-V/def2-TZVPD) for a cluster of 2 separate species, C3H6NP in total.

Last column: Mulliken charge in e.
CARTESIAN COORDINATES (ANGSTROEM)
P  -2.7147  0.6615  -0.1992  0.00
N  -1.6799  -0.3193  0.3258  -0.31
C  1.3429  1.1486  -0.4235  -0.60
C  1.0144  -1.2646  0.4673  -0.60
C  1.1512  0.0129  0.1380  0.19
H  2.2473  1.5058  -0.8213  0.32
H  -2.6923  0.1379  -1.4882  0.04
H  0.4410  1.7704  -0.1918  0.14
H  0.5208  -1.8795  -0.2922  0.27
H  -1.1414  -0.2225  1.0940  0.27
H  1.5106  -1.5511  1.3913  0.29

Atoms 1-2, force components in eV/Å:
-0.831 1.518 0.004
-0.520 -1.536 -2.687

As for the HOMO energy: -8.779 eV. The calculation puts the energy above the lowest of the compared OMol25 structures with the same formula, charge and spin at 2.889 eV. For the maximum force, the calculation gives 3.86 eV Å⁻¹. The total energy comes out at -13982.940 eV. The calculation puts the molar mass at 87.06 u. The HOMO-LUMO gap is 8.552 eV.

***

# 2
Density functional theory data (ωB97M-V/def2-TZVPD) for a cluster of 12 separate species, C20H57BrN23O14P in total.

Last column: Mulliken charge in e.
CARTESIAN COORDINATES (ANGSTROEM)
Br  0.6978  -0.9676  -1.3385  -0.18
P  -2.4086  3.1787  -1.8755  0.16
O  -6.6172  8.9913  -0.6968  -0.69
O  -0.0936  3.2162  8.5768  -0.70
O  1.3764  -7.1493  -4.8907  -0.70
O  1.1924  5.5206  -2.4641  -0.53
O  2.2829  -4.5403  -0.3315  -0.80
O  2.8482  4.8905  5.7029  -0.63
O  -2.3703  -3.1525  -5.1577  -0.64
O  1.2944  3.2082  -4.5143  -0.58
O  -1.2810  -1.4099  6.1404  -0.68
O  2.0816  0.5635  4.3445  -0.70
O  -0.0082  3.9932  -1.1565  -0.27
O  2.5441  -4.4912  3.0395  -0.69
O  -5.4037  4.4683  -2.5829  -0.63
O  4.6771  -5.9492  -5.8100  -0.70
N  -5.0958  9.9444  0.6822  -0.38
N  -4.4533  -4.0442  -5.2022  -0.40
N  -2.6025  4.7163  -1.4842  -0.62
N  2.9436  -6.2865  -3.4982  -0.22
N  4.9402  5.6958  5.3821  -0.40
N  3.3085  -2.7610  -1.2805  -0.24
N  0.6901  -5.0749  4.2053  -0.37
N  -0.4664  -3.3286  7.0029  -0.34
N  0.7495  -6.3578  -2.8620  -0.28
N  6.9330  -5.9417  -6.0089  -0.39
N  1.8931  -1.3330  3.1143  -0.13
N  -5.6045  6.6145  -1.8945  -0.19
N  -0.8673  1.2435  7.7650  -0.26
N  5.6952  -4.1673  -6.7627  -0.39
N  4.3353  3.6541  4.5293  -0.35
N  -2.6881  -2.8083  7.2335  -0.42
N  3.0570  -1.3498  5.0811  -0.33
N  0.6865  -5.1434  1.9198  -0.26
N  -7.2954  9.8115  1.3012  -0.41
N  -2.6570  -5.2544  -5.9483  -0.39
N  4.5424  -4.5288  -0.5329  -0.39
N  0.9328  2.2504  6.7957  -0.16
N  -6.8316  5.8566  -3.6691  -0.40
C  5.7001  -5.3901  -6.1697  0.65
C  1.6719  -6.6327  -3.8229  0.54
C  0.3118  3.3813  -3.4688  -0.52
C  -1.4694  -2.4464  6.7528  0.64
C  -6.3532  9.5461  0.3595  0.66
C  -0.7543  1.9260  -0.0448  -1.92
C  -0.1056  0.9236  -3.4530  -1.23
C  1.3800  -4.8806  3.0497  0.63
C  -0.6130  2.6750  -1.3933  1.43
C  3.3121  -3.9778  -0.6926  0.72
C  -3.1111  -4.0887  -5.4191  0.64
C  -5.9115  5.5747  -2.7047  0.57
C  -0.6397  -0.3674  -2.7056  0.31
C  -0.0139  2.3015  7.7685  0.47
C  0.5836  4.4912  -2.3519  0.32
C  -0.8118  1.5104  1.0987  0.11
C  3.9658  4.7560  5.2364  0.63
C  -0.7364  -1.5221  -3.8255  -1.12
C  2.3268  -0.6287  4.1887  0.62
C  0.3564  2.1111  -2.5090  0.24
H  0.4491  -3.0883  6.6610  0.19
H  3.3986  -0.8643  5.8935  0.21
H  5.2488  3.5230  4.1367  0.15
H  -7.2595  6.7564  -3.7862  0.16
H  3.6628  -6.4726  -4.1837  0.23
H  2.0860  -2.3122  2.9704  0.05
H  1.4117  2.0930  -2.1100  0.56
H  -3.3790  4.8047  -0.8165  0.21
H  -1.1679  -2.4773  -3.4321  0.35
H  4.5867  -5.4354  -0.0979  0.26
H  -5.0781  -4.8011  -5.4095  0.16
H  -8.2393  9.5305  1.0972  0.22
H  -0.8098  0.4880  7.1064  0.24
H  7.7855  -5.4987  -6.2979  0.17
H  0.3295  -1.6977  -4.1606  0.21
H  -3.4003  2.4418  -1.1662  0.15
H  0.9729  -5.9330  -1.9780  0.17
H  -4.8580  10.4007  1.5434  0.17
H  1.1778  -4.8831  5.0625  0.19
H  -1.5892  1.2283  8.4640  0.17
H  5.8654  5.6043  5.0061  0.15
H  -7.0864  5.1098  -4.2918  0.21
H  -4.9278  6.4457  -1.1707  0.13
H  -0.2619  -5.3884  4.2447  0.14
H  6.5236  -3.6900  -7.0663  0.16
H  0.8242  0.5932  -4.0256  0.31
H  3.2684  -2.3259  4.9696  0.17
H  -0.2061  -6.5977  -3.0615  0.19
H  -1.6763  -0.2603  -2.2707  0.39
H  -4.8265  -3.1963  -4.8108  0.21
H  1.5935  3.0109  6.7526  0.12
H  4.1372  -2.2831  -1.5833  0.13
H  1.3490  -0.8357  2.4291  0.06
H  -1.3239  -1.0804  -4.6889  0.30
H  0.7727  3.0294  -5.3221  0.40
H  -0.5912  -4.1908  7.5006  0.17
H  5.3944  -4.0847  -0.8211  0.16
H  -3.4530  -2.1771  7.0650  0.23
H  -6.0105  7.5315  -1.9775  0.23
H  4.7031  6.5248  5.8996  0.23
H  -2.6449  3.0727  -3.2879  0.05
H  4.8005  -3.7278  -6.8988  0.22
H  -0.2658  -5.4589  1.9116  0.16
H  -2.8598  -3.6576  7.7390  0.15
H  -0.6429  3.5210  -4.0641  0.57
H  3.6394  2.9353  4.4003  0.23
H  1.0066  1.5020  6.1256  0.20
H  1.1681  -5.0062  1.0384  0.36
H  -1.0072  1.2063  2.1618  0.61
H  -0.8517  1.2319  -4.2506  0.39
H  -4.3703  9.7644  0.0087  0.22
H  -3.2471  -6.0347  -6.1698  0.16
H  3.2002  -5.8614  -2.6252  0.16
H  -7.1003  10.2652  2.1742  0.16
H  2.4073  -2.3196  -1.4155  -0.08
H  6.9766  -6.8474  -5.5737  0.22
H  -1.6675  -5.3254  -6.1225  0.22

Atoms 1-2, force components in eV/Å:
-1.273 0.750 -0.356
-1.494 2.981 0.841

As for the HOMO energy: -7.732 eV. The calculation puts the energy above the lowest of the compared OMol25 structures with the same formula, charge and spin at 0.000 eV. For the maximum force, the calculation gives 3.44 eV Å⁻¹. The total energy comes out at -163940.157 eV. The calculation puts the molar mass at 954.70 u. The HOMO-LUMO gap is 7.965 eV.

***

# 3
Density functional theory data (ωB97M-V/def2-TZVPD) for an isolated molecule of C5H10N2O.

Last column: Mulliken charge in e.
CARTESIAN COORDINATES (ANGSTROEM)
O  1.0940  2.3258  0.5067  -0.60
N  0.2993  -0.1523  -1.4093  -0.45
N  -1.0287  1.4071  -0.0883  -0.53
C  1.3261  -0.8324  -0.5671  -0.47
C  0.8734  -0.4489  0.8589  -0.93
C  -0.6734  0.1176  -0.4395  0.48
C  0.2008  1.5860  0.8855  0.16
C  -1.6716  -0.9527  -0.1348  -1.21
H  2.3115  -0.4482  -0.8277  0.34
H  -2.0449  -0.8546  0.8827  0.34
H  -2.5175  -0.7900  -0.8109  0.36
H  0.6791  0.7075  -1.7897  0.38
H  -0.8175  2.0793  -0.8253  0.33
H  0.3856  -1.2572  1.4020  0.33
H  1.6703  -0.0764  1.4975  0.44
H  1.3295  -1.9097  -0.7444  0.26
H  -0.1477  1.4481  1.9114  0.46
H  -1.2681  -1.9491  -0.3077  0.32

Atoms 1-2, force components in eV/Å:
-0.238 -0.930 0.277
0.244 -0.134 -0.283

As for the HOMO energy: -8.335 eV. The calculation puts the energy above the lowest of the compared OMol25 structures with the same formula, charge and spin at 4.141 eV. For the maximum force, the calculation gives 1.96 eV Å⁻¹. The total energy comes out at -10371.164 eV. The calculation puts the molar mass at 114.15 u. The HOMO-LUMO gap is 8.888 eV.

***

# 4
Density functional theory data (ωB97M-V/def2-TZVPD) for the ion C4H8NO3 with charge -1.

Last column: Mulliken charge in e.
CARTESIAN COORDINATES (ANGSTROEM)
O  -0.6329  -0.4846  2.2969  -0.61
O  0.7900  1.4013  -2.1002  -0.72
O  -0.0405  -0.1195  -3.5101  -0.78
N  -0.9911  0.0639  -1.3934  -0.21
C  0.0087  0.4807  -2.4105  0.51
C  1.3681  -0.4467  1.0122  -1.50
C  -0.9216  0.5446  -0.0341  -0.72
C  -0.1864  -0.5807  0.9472  0.40
H  -1.4967  -0.7626  -1.6293  0.20
H  -0.3700  1.4969  -0.0001  0.30
H  -0.2392  0.3106  2.6866  0.30
H  1.8148  -1.1333  0.3606  0.34
H  -0.5944  -1.5467  0.6440  0.27
H  1.6946  0.4684  0.7079  0.42
H  1.6775  -0.4978  2.0482  0.46
H  -1.8809  0.8054  0.3741  0.32

Atoms 1-2, force components in eV/Å:
-0.592 0.525 0.760
-0.238 0.030 0.711

As for the HOMO energy: -3.952 eV. The calculation puts the energy above the lowest of the compared OMol25 structures with the same formula, charge and spin at 1.805 eV. Its charge is -1. For the maximum force, the calculation gives 3.12 eV Å⁻¹. The total energy comes out at -11911.489 eV. The calculation puts the molar mass at 118.11 u. The HOMO-LUMO gap is 7.474 eV.

***

# 5
Density functional theory data (ωB97M-V/def2-TZVPD) for a cluster of 4 separate species, C6H20NO4 in total.

Last column: Mulliken charge in e.
CARTESIAN COORDINATES (ANGSTROEM)
O  -1.6681  3.0695  -1.5730  -0.70
O  1.4172  2.2446  -1.1566  -0.72
O  -2.5165  -0.7646  -2.9561  -0.67
O  -0.7603  0.5157  -1.3375  -0.96
N  1.2062  -1.9511  0.6423  -0.44
C  1.1260  1.1363  3.0947  -1.14
C  0.4363  -0.6605  0.5004  0.73
C  -0.7204  -0.6575  -0.6148  -0.25
C  1.5907  -2.6935  -0.5734  -0.99
C  0.5513  -0.3118  3.0028  -0.54
C  -0.3605  -0.4592  1.7773  -1.23
H  -2.0213  2.1611  -1.6236  0.39
H  1.5778  -3.7619  -0.3366  0.30
H  0.6140  1.8532  -1.5857  0.40
H  -0.4184  -1.4852  -1.2981  0.10
H  2.0034  1.1289  3.7775  0.38
H  1.5960  1.5070  2.2081  0.27
H  -2.1130  0.0317  -2.5204  0.36
H  -0.7526  2.8412  -1.3479  0.33
H  -1.0629  -1.2670  2.0896  0.31
H  2.6445  -2.4339  -0.7256  0.26
H  0.6187  -2.5467  1.2194  0.29
H  1.2716  0.0331  0.4814  -0.24
H  0.1807  -0.6911  3.9655  0.43
H  1.8861  1.6842  -0.5432  0.32
H  0.3543  1.8100  3.4651  0.29
H  -2.3744  -1.5332  -2.3943  0.28
H  -1.0969  0.3488  1.7003  0.54
H  1.0275  -2.4633  -1.4653  0.33
H  -1.7035  -0.7859  -0.1625  0.29
H  1.5064  -0.8207  2.8839  0.27

Atoms 1-2, force components in eV/Å:
-0.027 -0.184 -0.120
0.037 1.638 -0.953

As for the HOMO energy: -3.943 eV. The calculation puts the energy above the lowest of the compared OMol25 structures with the same formula, charge and spin at 2.571 eV. Its charge is -1. For the maximum force, the calculation gives 3.23 eV Å⁻¹. The total energy comes out at -16225.997 eV. The calculation puts the molar mass at 170.23 u. The HOMO-LUMO gap is 7.379 eV.

***

# 6
Density functional theory data (ωB97M-V/def2-TZVPD) for a structure of composition C24H30NO5ReS.

Last column: Mulliken spin population.
CARTESIAN COORDINATES (ANGSTROEM)
Re  2.6843  -1.0197  1.3969  1.18
S  6.9145  -2.2625  3.0622  0.02
O  -4.7446  2.8236  -0.8304  0.00
O  -3.4706  2.9248  -2.6545  0.00
O  -4.7284  -0.2265  -1.7965  0.00
O  -3.6238  -0.8660  0.0781  0.00
O  1.2756  -0.0452  0.1767  0.07
N  4.6012  -1.4882  1.8792  0.06
C  3.7075  -0.3130  3.3551  -0.04
C  -3.7521  2.3684  -1.6029  0.00
C  2.3755  0.1564  3.3113  0.05
C  2.3055  1.2024  2.3368  0.16
C  3.2530  -3.1014  1.8515  0.02
C  1.0308  -2.5230  1.7824  0.13
C  -0.5923  1.3462  -0.2825  0.05
C  0.6371  0.9967  -2.5362  0.44
C  1.4737  -2.8538  0.4309  0.23
C  5.5908  -1.8662  2.4231  -0.01
C  -2.0566  1.5525  0.1116  0.00
C  -3.7938  -0.0883  -0.8573  0.00
C  3.5477  1.3053  1.6499  0.03
C  0.7960  -0.3779  -2.9668  0.01
C  4.4825  0.4681  2.2874  0.27
C  2.1392  -2.6594  2.6535  -0.01
C  2.8460  -3.1753  0.4751  0.03
C  -1.9109  0.7108  -2.2155  0.10
C  -0.1324  -0.0228  0.2073  0.07
C  -0.5916  1.4341  -1.8551  0.24
C  -5.2241  2.1633  0.3561  0.00
C  -5.5219  -1.3992  -1.7035  0.00
C  -2.8801  1.1401  -1.1090  -0.01
C  1.5821  2.0251  -2.9287  0.01
H  -4.3983  1.8332  1.0214  0.00
H  -5.8331  2.9175  0.8629  0.00
H  -5.8565  1.3026  0.0675  0.00
H  0.0187  -2.2668  2.0742  -0.04
H  1.4268  2.3515  -3.9779  0.05
H  4.2374  -3.3990  2.2212  0.01
H  3.8164  1.9885  0.8657  -0.01
H  -2.2771  0.9827  -3.2132  -0.01
H  2.1379  -2.5702  3.7320  -0.01
H  -6.2245  -1.3447  -2.5425  0.00
H  1.6125  -0.1359  4.0108  0.00
H  -2.2163  2.6313  0.3274  0.00
H  -0.5062  -0.1813  1.2416  -0.01
H  -0.5215  -0.8464  -0.4176  -0.01
H  -0.7597  2.5067  -2.0610  0.00
H  5.5259  0.3006  1.9809  -0.03
H  -6.0733  -1.4288  -0.7479  0.00
H  2.6305  1.6588  -2.8725  0.02
H  1.4362  1.8217  2.1548  -0.02
H  4.1143  -1.0922  4.0253  -0.03
H  0.0654  2.1191  0.1380  -0.02
H  -1.7571  -0.3808  -2.1651  0.00
H  -2.3381  0.9756  0.9939  0.00
H  1.8027  -0.5353  -3.4327  0.00
H  0.7326  -1.1292  -2.1491  0.03
H  3.4789  -3.4762  -0.3540  0.00
H  1.5170  2.9384  -2.3043  0.00
H  0.0500  -0.6923  -3.7295  0.04
H  0.8416  -2.8687  -0.4505  -0.07
H  -4.9024  -2.3097  -1.7860  0.00

Atoms 1-2, force components in eV/Å:
-0.671 -0.406 1.494
4.156 -1.314 2.345

As for the HOMO energy (alpha / beta): -1.351 / -2.831 eV. Its charge is -1. As for the spin multiplicity: 4. For the maximum force, the calculation gives 7.08 eV Å⁻¹. The total energy comes out at -50059.785 eV. The calculation puts the molar mass at 630.78 u. The HOMO-LUMO gap (alpha / beta) is 3.589 / 5.063 eV.